(1)
{
  "formula": "C5H7NO",
  "method": "wB97M-V/def2-TZVPD",
  "e_homo_ev": -9.9254,
  "lumo_energy_ev": 0.71,
  "energy_ha": -324.611730,
  "species": ["O", "C", "C", "C", "N", "C", "C", "H", "H", "H", "H", "H", "H", "H"],
  "xyz": [[-0.172, 2.188, -0.831], [-0.231, -0.715, -0.104], [1.174, -0.572, -0.575], [1.973, 0.296, 0.303], [2.611, 0.966, 0.996], [-1.488, -0.879, -0.361], [-1.111, -0.865, 1.098], [0.082, 2.460, 0.060], [1.651, -1.561, -0.604], [1.187, -0.153, -1.586], [-0.946, 1.627, -0.698], [-2.288, -1.004, -1.076], [-1.099, -1.799, 1.665], [-1.343, 0.011, 1.713]],
  "forces_ev_per_a": [[-0.099, 0.053, 0.149], [-0.274, -0.121, -0.120], [-0.034, -0.008, -0.037], [0.554, 0.536, 0.582], [-0.676, -0.654, -0.669], [0.264, -0.016, -0.137], [-0.032, -0.020, 0.341], [0.050, 0.032, -0.135], [-0.066, 0.175, 0.010], [0.030, -0.067, 0.144], [0.084, 0.066, -0.043], [0.151, 0.029, 0.146], [-0.007, 0.128, -0.102], [0.057, -0.132, -0.129]],
  "mulliken_charge": [-0.66, -0.07, -0.08, 0.17, -0.42, -0.48, -0.38, 0.33, 0.34, 0.21, 0.32, 0.36, 0.21, 0.18]
}

(2)
{
  "formula": "C3H7NOS",
  "method": "wB97M-V/def2-TZVPD",
  "e_homo_ev": -8.2028,
  "lumo_energy_ev": 0.61,
  "energy_ha": -646.495539,
  "species": ["C", "C", "C", "N", "O", "S", "H", "H", "H", "H", "H", "H", "H"],
  "xyz": [[-0.284, 1.271, -0.775], [-1.512, 0.639, -0.089], [-0.376, -0.087, 1.112], [1.345, -1.476, -0.620], [2.035, 0.725, 0.454], [0.870, 0.211, -0.182], [-0.282, 1.628, -1.725], [-2.139, 1.432, 0.229], [-1.950, -0.131, -0.658], [-0.169, 0.688, 1.940], [-0.497, -1.097, 1.352], [2.195, -1.782, -0.961], [0.764, -2.022, -0.075]],
  "forces_ev_per_a": [[0.310, -2.265, 1.850], [4.355, -0.614, 1.477], [-1.528, 3.594, -2.474], [-2.553, 3.783, -0.331], [2.476, 0.877, -0.508], [-1.692, -0.861, 2.254], [0.067, 1.233, -2.685], [-0.861, 0.261, 0.784], [-1.000, -0.861, -0.361], [-0.297, -1.642, -1.319], [-0.450, -1.318, 0.820], [1.954, -0.330, -0.418], [-0.779, -1.857, 0.911]],
  "mulliken_charge": [-0.47, -0.57, -0.76, -0.46, -0.58, 0.69, 0.45, 0.32, 0.25, 0.27, 0.46, 0.21, 0.19]
}

(3)
{
  "formula": "C8H7Br2O2SSn",
  "method": "wB97M-V/def2-TZVPD",
  "total_charge": 1,
  "e_homo_ev": -12.4594,
  "lumo_energy_ev": -5.50,
  "energy_ha": -6219.772738,
  "species": ["Sn", "Br", "C", "Br", "H", "H", "O", "C", "O", "C", "C", "C", "C", "S", "C", "C", "H", "H", "H", "H", "H"],
  "xyz": [[-0.211, -0.068, -0.364], [2.194, -1.421, 1.708], [1.027, -1.667, 3.223], [-0.762, -1.014, 2.934], [1.447, -1.114, 4.053], [0.961, -2.728, 3.419], [-1.961, 5.084, -7.597], [-1.755, 3.756, -7.514], [-1.722, 3.075, -8.495], [-1.577, 3.170, -6.139], [-1.959, 1.845, -5.961], [-1.783, 1.226, -4.738], [-1.196, 1.955, -3.709], [-0.949, 1.166, -2.143], [-0.798, 3.275, -3.863], [-0.999, 3.881, -5.093], [-2.112, 5.472, -6.727], [-2.387, 1.306, -6.795], [-2.086, 0.199, -4.588], [-0.338, 3.815, -3.048], [-0.668, 4.903, -5.233]],
  "forces_ev_per_a": [[0.030, -0.040, -0.041], [0.032, 0.022, -0.067], [-0.014, -0.008, 0.046], [-0.055, 0.022, 0.008], [0.017, -0.022, 0.012], [0.022, -0.003, 0.019], [0.042, -0.062, 0.060], [-0.117, 0.022, -0.080], [0.025, -0.006, 0.007], [0.042, 0.046, -0.025], [0.004, -0.045, 0.032], [0.017, 0.076, -0.023], [0.078, 0.022, -0.108], [-0.100, -0.022, 0.190], [-0.043, -0.026, -0.057], [-0.017, -0.004, 0.024], [0.001, 0.025, -0.006], [0.009, 0.016, -0.011], [0.005, -0.004, 0.010], [0.008, -0.004, 0.005], [0.013, -0.005, 0.005]],
  "mulliken_charge": [0.87, -0.11, -0.41, -0.11, 0.32, 0.34, -0.45, 0.60, -0.50, 0.36, -0.59, -0.53, 0.87, -0.37, -0.72, -0.60, 0.32, 0.44, 0.43, 0.43, 0.39]
}

(4)
{
  "formula": "C3H8N5",
  "method": "wB97M-V/def2-TZVPD",
  "total_charge": 1,
  "e_homo_ev": -13.8501,
  "lumo_energy_ev": -5.00,
  "energy_ha": -392.572920,
  "species": ["C", "C", "C", "N", "N", "N", "N", "N", "H", "H", "H", "H", "H", "H", "H", "H"],
  "xyz": [[0.692, -1.444, -0.368], [2.119, 0.287, 0.195], [-0.315, 0.814, 0.372], [1.971, -0.978, -0.205], [-0.360, -0.796, 0.206], [1.084, 1.154, 0.263], [-1.014, 1.593, -0.558], [-1.657, -1.276, 0.057], [0.462, -2.304, -0.841], [3.076, 0.699, 0.499], [-0.729, 0.861, 1.518], [1.244, 2.094, 0.149], [-0.926, 1.536, -1.597], [-2.035, 1.401, -0.315], [-1.500, -2.272, -0.291], [-2.112, -1.370, 0.918]],
  "forces_ev_per_a": [[0.051, 5.383, 3.557], [-1.657, -0.961, -0.508], [0.398, -1.295, 1.360], [-0.989, 0.516, 0.283], [2.311, 0.478, -1.348], [0.136, -3.201, 0.705], [-3.463, -0.930, 0.846], [1.159, -2.180, -2.740], [-0.173, -3.007, -1.561], [0.201, -0.278, -0.513], [0.798, 0.629, -3.014], [0.575, 2.674, 0.093], [0.622, -0.461, 1.416], [1.561, 0.966, -0.854], [-0.951, 1.638, 0.400], [-0.579, 0.028, 1.878]],
  "mulliken_charge": [0.04, 0.01, 0.09, -0.45, 0.32, -0.19, -0.59, -0.74, 0.40, 0.39, 0.37, 0.22, 0.26, 0.32, 0.29, 0.26]
}